{"formula": "C23H42N3OP2Tm", "method": "ωB97M-V with the def2-TZVPD basis set", "de_lowest_kcal_mol": 57.4, "lumo_ha": [-0.2461, -0.2457], "s2": 2.002, "charge": 2, "orbital_gap_ev": [8.14, 8.14], "spin_multiplicity": 3, "energy_ha": -2908.411567, "e_homo_ev": [-14.84, -14.82], "elements": ["Tm", "P", "P", "N", "C", "H", "H", "C", "H", "H", "C", "H", "H", "C", "H", "H", "C", "C", "H", "H", "H", "C", "C", "H", "H", "H", "C", "C", "H", "H", "H", "C", "C", "H", "H", "H", "C", "O", "C", "H", "H", "H", "C", "H", "H", "H", "C", "H", "H", "H", "C", "H", "H", "H", "H", "H", "H", "H", "H", "H", "N", "C", "C", "C", "C", "N", "C", "C", "H", "H", "H", "H"], "xyz": [[0.613787, 0.410128, 0.791031], [1.851251, 1.255902, -1.564952], [-0.652552, -2.155302, 1.327156], [2.107436, -1.899428, -0.509244], [3.080649, -0.102304, -2.013218], [3.432104, 0.142033, -3.035829], [3.893498, 0.002988, -1.294618], [2.687626, -1.587089, -1.902870], [1.966512, -1.902665, -2.697628], [3.629529, -2.164576, -1.999731], [1.476125, -3.308701, -0.398770], [2.315987, -4.023220, -0.301285], [0.893854, -3.524228, -1.326288], [0.622339, -3.465330, 0.873595], [1.360819, -3.438082, 1.668152], [0.108278, -4.450338, 0.881463], [-2.205837, -3.005264, 0.711366], [-3.354002, -2.023275, 0.457664], [-4.221711, -2.591501, 0.089394], [-3.100408, -1.279136, -0.307320], [-3.659521, -1.498767, 1.374423], [-0.669793, -2.199249, 3.219447], [-1.823976, -1.398308, 3.832639], [-1.729177, -1.438910, 4.927264], [-2.810539, -1.806145, 3.571111], [-1.797587, -0.336801, 3.553624], [2.969906, 2.582903, -0.845286], [2.195420, 3.851772, -0.483669], [2.906827, 4.589575, -0.090959], [1.449743, 3.678769, 0.304257], [1.694447, 4.304380, -1.351419], [1.225114, 1.712499, -3.237595], [-0.182502, 2.305654, -3.178479], [-0.513814, 2.480257, -4.211455], [-0.192808, 3.270438, -2.651136], [-0.905251, 1.627463, -2.706835], [-0.417823, -0.765514, -1.220663], [-0.722414, -1.378016, -2.163987], [-0.561384, -3.579102, 3.868699], [-1.504063, -4.135009, 3.823864], [0.232999, -4.199333, 3.442424], [-0.334042, -3.431706, 4.933499], [4.215061, 2.906545, -1.661987], [4.866105, 3.526294, -1.034062], [4.783745, 2.021330, -1.961099], [3.990115, 3.500984, -2.552629], [2.156673, 2.598983, -4.065321], [1.729754, 2.647981, -5.077212], [2.205098, 3.633261, -3.689823], [3.173888, 2.196460, -4.161325], [-2.697832, -4.200117, 1.542424], [-3.134102, -3.891479, 2.504811], [-3.500675, -4.696360, 0.973449], [-1.920282, -4.954174, 1.725526], [-1.884753, -3.394235, -0.271764], [1.156290, 0.726173, -3.729434], [0.262975, -1.648406, 3.452237], [3.300577, 2.126694, 0.109086], [2.963396, -2.138624, -0.106767], [0.666121, 1.536403, 2.322724], [-5.837214, 4.276317, 1.760073], [-4.806592, 3.773912, 1.458933], [-3.587860, 3.074496, 1.152510], [-2.575016, 3.697455, 0.404770], [-1.342289, 3.090727, 0.118049], [-1.059047, 1.833271, 0.600577], [-2.054211, 1.175610, 1.260552], [-3.275193, 1.773685, 1.542515], [-2.685039, 4.709458, 0.032235], [-0.562536, 3.595085, -0.486206], [-1.870098, 0.128093, 1.567384], [-4.032108, 1.246719, 2.111938]], "forces_ev_per_a": [[0.70, -1.44, -0.48], [1.19, -0.17, -0.21], [0.06, -1.42, 0.73], [-1.23, -0.44, -1.38], [-0.25, 0.10, 0.26], [0.09, -0.29, 0.60], [0.31, 0.36, -0.19], [-1.08, -0.20, -0.10], [0.57, 0.20, 0.68], [-0.65, 0.13, -0.30], [-0.45, 0.71, -0.89], [-0.58, 0.12, -0.38], [0.51, 0.15, 0.65], [0.07, 0.35, -0.04], [-0.10, -0.21, 0.53], [0.48, 0.54, 0.03], [0.00, 0.28, -0.36], [-0.18, -0.03, -0.05], [0.20, 0.28, 0.13], [-0.05, -0.06, 0.14], [0.03, -0.16, -0.21], [0.40, 0.10, -0.33], [-0.13, 0.15, 0.03], [-0.07, 0.02, -0.31], [0.28, 0.04, 0.06], [0.00, -0.22, 0.13], [-0.20, -0.36, -0.13], [-0.11, 0.16, 0.08], [-0.22, -0.11, -0.08], [0.15, 0.00, -0.11], [0.17, -0.12, 0.15], [-0.31, -0.09, 0.14], [-0.11, 0.10, -0.26], [-0.07, 0.05, 0.32], [-0.02, -0.24, -0.20], [0.13, 0.18, -0.03], [-1.48, -2.35, -4.31], [1.20, 2.39, 3.81], [-0.05, -0.17, 0.26], [0.30, 0.17, 0.00], [-0.15, 0.09, 0.10], [0.02, -0.07, -0.25], [0.37, 0.31, 0.03], [0.01, -0.16, -0.12], [-0.08, 0.15, 0.03], [0.04, -0.19, 0.27], [-0.02, 0.06, -0.42], [0.18, 0.03, 0.21], [-0.04, -0.43, -0.05], [-0.30, 0.14, 0.06], [-0.09, -0.16, -0.01], [0.20, -0.06, -0.37], [0.28, 0.16, 0.17], [-0.22, 0.25, -0.01], [-0.05, 0.09, 0.23], [0.01, 0.22, 0.08], [-0.19, -0.15, 0.01], [-0.03, 0.03, -0.22], [1.64, 0.36, 1.80], [0.49, -0.13, 0.58], [3.72, -1.69, -1.14], [-3.52, 1.15, 1.22], [1.80, 0.17, -0.84], [0.79, 0.55, -0.49], [-0.44, -1.13, 0.89], [-2.23, 1.26, -0.92], [0.03, 1.13, -0.46], [-0.85, -0.52, 0.66], [-0.26, -0.06, 0.06], [-0.70, -0.41, 0.66], [-0.10, 0.77, -0.09], [0.18, -0.28, -0.04]]}